[1]
This record from the OMol25 dataset describes a molecular structure, C27H65F3IrN5O5P3S2Si4. The level of theory is ωB97M-V/def2-TZVPD.

The geometry in XYZ format:
```
115
Properties=species:S:1:pos:R:3:forces:R:3:mulliken_spin:R:1
Ir 0.058848 -0.810105 0.315411 -0.3133 0.5189 0.3080 2.083
C -2.722124 3.854220 3.275706 0.0270 -0.0296 0.0184 0.001
N -2.134076 2.544960 3.008952 -0.1645 -0.0365 0.1664 0.005
C -2.783737 1.430589 3.704327 0.0132 0.0674 -0.0074 -0.003
P -1.339456 2.264918 1.620418 -0.0398 -0.0882 -0.0015 0.070
O -0.805063 0.879142 1.642753 -0.0289 -0.1260 -0.2144 0.563
O -2.380665 2.482240 0.398745 0.0674 0.1668 0.0922 -0.001
P -2.553331 1.560442 -0.919232 0.1419 -0.1788 -0.0598 0.050
O -1.370990 0.686279 -1.137261 -0.1352 -0.0668 -0.1347 0.064
N -2.836584 2.668831 -2.073392 0.0711 0.1391 -0.1309 0.003
C -3.293524 4.038402 -1.875391 0.0043 -0.0427 -0.0136 0.001
C -2.921747 2.201192 -3.456455 0.0178 0.0020 0.0334 0.001
N -3.922041 0.688243 -0.714475 -0.2180 -0.1135 0.0798 0.002
C -3.884311 -0.489121 0.151894 0.0493 0.0367 -0.0102 0.030
C -5.206749 1.385795 -0.687471 0.0224 -0.0519 0.0057 0.000
N -0.281016 3.483297 1.416378 0.1926 0.0918 -0.0845 -0.004
C 0.972918 3.335473 2.169571 -0.0873 0.0577 0.0295 -0.002
C -0.218585 4.317838 0.216891 0.0506 0.0044 0.0809 0.004
H -2.742635 4.024016 4.352173 0.0055 -0.0062 0.0130 0.000
H -3.746962 3.919811 2.897596 -0.0084 -0.0024 -0.0053 0.000
H -2.120591 4.637494 2.818774 -0.0008 -0.0198 -0.0166 0.000
H -2.741443 1.614739 4.778082 -0.0056 0.0065 0.0132 0.000
H -2.264299 0.499527 3.488076 -0.0017 0.0170 0.0032 0.002
H -3.835845 1.342391 3.415000 -0.0121 -0.0078 -0.0066 -0.001
H -3.373162 4.276701 -0.819555 0.0221 -0.0120 0.0309 0.000
H -4.277477 4.174165 -2.332477 -0.0160 0.0038 -0.0008 0.000
H -2.601867 4.738977 -2.347280 0.0219 0.0076 -0.0047 0.000
H -2.570810 1.174681 -3.535506 0.0063 0.0028 0.0338 -0.002
H -2.294587 2.824285 -4.096483 -0.0052 0.0100 0.0000 0.000
H -3.953156 2.246545 -3.816835 -0.0044 0.0080 -0.0007 0.000
H -2.911505 -0.970455 0.081576 -0.0785 0.0689 0.0126 0.023
H -4.649180 -1.196169 -0.172054 -0.0004 -0.0057 -0.0015 0.000
H -4.069676 -0.228831 1.200448 -0.0089 0.0039 -0.0098 0.002
H -5.230896 2.178254 -1.432180 0.0185 -0.0120 0.0044 0.000
H -5.416584 1.818229 0.297138 0.0005 -0.0037 0.0066 0.000
H -5.998250 0.676001 -0.926128 -0.0026 -0.0147 0.0026 0.000
H 0.766444 2.920300 3.157612 -0.0032 0.0364 -0.0994 -0.002
H 1.423998 4.318706 2.299677 -0.0068 -0.0034 0.0066 0.000
H 1.677353 2.675973 1.659878 0.0437 -0.0152 -0.0290 0.000
H -1.194237 4.738523 -0.009129 -0.0508 -0.0131 -0.0014 0.000
H 0.147216 3.782183 -0.658643 0.0444 -0.0691 -0.0697 -0.004
H 0.462314 5.144370 0.417194 -0.0095 -0.0024 0.0148 0.000
C 1.803265 -4.804093 5.349394 0.0563 -0.0664 0.0526 0.001
C 0.773456 -4.061791 4.540782 0.0259 0.0516 -0.0722 0.005
O 1.452844 -2.985269 3.838589 0.0678 -0.1450 0.1304 0.011
P 0.646034 -1.724779 3.331220 -0.1967 0.0157 -0.3259 -0.040
S 1.882646 -0.570540 2.328401 0.1699 -0.0825 0.0494 0.235
S -0.902131 -2.238802 2.158694 0.2228 -0.1612 0.0495 0.227
O 0.002204 -1.082112 4.628538 -0.0458 0.1053 0.1755 0.002
C 0.859058 -0.459602 5.624852 -0.0425 -0.0233 -0.0681 0.013
C 0.553554 1.015951 5.670588 0.0260 0.0831 -0.0192 0.002
H 1.337227 -5.652792 5.851843 -0.0008 0.0187 -0.0112 0.000
H 2.245124 -4.156278 6.106668 -0.0029 -0.0060 -0.0191 0.000
H 2.598234 -5.179285 4.705214 -0.0150 0.0087 0.0097 0.000
H -0.009797 -3.640829 5.172717 -0.0109 0.0204 0.0264 -0.002
H 0.307977 -4.697757 3.788420 -0.0152 -0.0181 -0.0218 0.000
H 1.905352 -0.643761 5.377038 0.0302 0.0076 -0.0197 -0.010
H 0.637418 -0.955870 6.567459 -0.0129 -0.0049 0.0391 0.000
H 0.744249 1.464291 4.693051 -0.0126 -0.0668 0.0874 -0.002
H 1.185960 1.508173 6.411060 -0.0091 -0.0139 -0.0063 0.000
H -0.489552 1.185439 5.938947 0.0129 -0.0108 -0.0120 0.000
F -4.714773 -5.252394 -3.157014 -0.1259 -0.1241 0.1376 0.000
C -3.819949 -4.458629 -3.744713 0.0802 0.0812 0.1360 0.000
F -4.491803 -3.527942 -4.432389 -0.1346 0.2068 -0.1312 0.000
F -3.139179 -5.191107 -4.627157 0.1828 -0.1520 -0.1701 0.000
C -2.892167 -3.806657 -2.747243 -0.1030 -0.0754 -0.1141 0.000
C -1.918734 -2.936402 -3.202418 0.1442 0.1095 -0.0103 -0.004
C -1.100271 -2.330983 -2.268009 0.0175 -0.0684 -0.0891 -0.087
N -1.214762 -2.538437 -0.958991 -0.0022 0.1401 0.0541 0.202
C -2.137016 -3.398435 -0.534843 -0.0279 -0.1197 0.1194 -0.012
C -3.000099 -4.058164 -1.395460 0.0198 -0.0347 0.1665 -0.004
H -1.789837 -2.723658 -4.255060 -0.0228 -0.0169 -0.0079 0.001
H -0.312685 -1.657327 -2.561840 -0.0226 0.0055 -0.0004 0.005
H -2.187046 -3.570409 0.534672 -0.0331 0.0048 -0.1087 0.006
H -3.735277 -4.748549 -1.008460 -0.0021 0.0074 0.0021 0.000
C 2.911368 0.601692 -4.441451 0.0461 -0.0412 -0.1718 0.024
Si 1.409283 0.633453 -3.325296 -0.1129 0.0248 0.0486 0.056
C 0.043200 -0.175980 -4.335141 0.0331 -0.0256 -0.1574 0.000
C 0.877227 2.428730 -3.190126 -0.0583 0.0552 0.0152 0.009
Si 1.920651 -0.284802 -1.184609 0.3464 -0.3140 0.1751 0.295
Si 3.822300 0.991922 -0.518845 -0.2067 0.0772 0.0538 0.013
C 4.452310 0.903669 1.242892 0.0983 -0.0128 0.1041 0.009
C 5.315825 0.552706 -1.559376 0.1372 0.1075 0.0332 0.016
C 3.445139 2.819477 -0.810611 0.1501 0.0757 -0.0259 0.019
Si 2.842837 -2.514601 -1.202103 -0.0583 0.0256 -0.3024 0.075
C 1.690475 -3.979600 -1.362821 -0.0070 -0.1006 0.0450 -0.008
C 3.944115 -2.881897 0.254361 0.1288 0.1160 0.0952 0.004
C 3.881134 -2.549193 -2.767863 -0.0487 -0.1801 -0.0941 0.059
H 2.588192 1.033861 -5.395389 0.0706 -0.0182 0.0069 0.004
H 3.288109 -0.402832 -4.644641 -0.0250 0.0761 0.0393 -0.002
H 3.735869 1.208883 -4.073130 0.0185 0.0471 0.0365 -0.004
H -0.080408 0.465988 -5.213722 -0.0215 -0.0544 -0.0108 0.001
H -0.914958 -0.231767 -3.821334 0.0219 0.0784 -0.0345 -0.002
H 0.315309 -1.169572 -4.701197 -0.0273 -0.0101 0.0405 0.000
H 0.512079 2.736758 -4.175823 0.0179 0.0120 0.0314 0.000
H 1.693659 3.096283 -2.918802 -0.0073 -0.0004 0.0227 0.003
H 0.060392 2.548336 -2.476689 -0.0214 0.0038 -0.0038 0.004
H 4.720583 -0.099264 1.576857 -0.0306 0.0278 -0.0178 -0.002
H 3.775679 1.336138 1.980218 0.0034 0.0039 -0.0379 -0.001
H 5.364017 1.513529 1.236813 -0.0196 -0.0434 0.0321 0.001
H 5.778874 -0.379966 -1.239548 -0.0008 -0.0804 0.0177 0.001
H 6.042559 1.353135 -1.377782 0.0234 -0.0647 -0.0631 0.000
H 5.136130 0.500160 -2.629370 -0.0199 -0.0057 -0.0607 0.001
H 2.385919 3.064584 -0.810651 -0.0741 -0.0104 0.0468 -0.004
H 3.868643 3.153448 -1.761704 -0.0649 0.0158 0.0041 0.002
H 3.926552 3.398836 -0.016506 -0.0057 0.0230 -0.0602 0.001
H 1.058403 -4.128846 -0.486592 -0.0375 0.0179 -0.0097 0.003
H 2.354303 -4.847454 -1.451778 -0.0786 -0.0100 0.0185 -0.001
H 1.068116 -3.959770 -2.257213 -0.0407 0.0308 -0.0004 -0.003
H 3.396194 -2.905150 1.194951 -0.0243 0.0049 0.0558 -0.001
H 4.760963 -2.164259 0.353639 -0.0169 -0.0051 0.0166 -0.002
H 4.387414 -3.869269 0.085212 -0.0169 0.0459 0.0141 0.002
H 3.265436 -2.419375 -3.662149 0.0312 -0.0267 0.0605 -0.004
H 4.339149 -3.543669 -2.826127 0.0167 0.0660 -0.0349 0.007
H 4.675523 -1.808577 -2.785447 0.0450 0.0643 -0.0104 -0.008
```
Forces are in eV/Å.

As for the multiplicity: 5. The net charge is +1. The LUMO energy (spin up / spin down) comes out at -2.168 / -4.211 eV. The HOMO-LUMO gap (spin up / spin down) is 6.88 / 6.26 eV.



[2]
This record from the OMol25 dataset describes a molecular structure, C27H65N4O11V2. The level of theory is ωB97M-V/def2-TZVPD.

The geometry in XYZ format:
```
109
Properties=species:S:1:pos:R:3:forces:R:3:mulliken_charge:R:1
O 2.042547 -35.792194 -7.655443 0.9716 -1.1754 -1.3831 -0.500
V 3.250076 -36.724238 -8.074113 1.4469 3.1871 0.5369 1.368
O 3.670912 -36.601755 -9.604852 -1.1758 0.1295 2.0551 -0.619
O 7.084221 -37.333954 -6.174676 -0.1663 -0.2145 0.1382 -0.598
V 5.715601 -37.249956 -5.439697 -0.2689 1.4868 2.3629 0.922
O 5.629139 -38.465275 -4.396246 0.3791 1.0262 -1.6320 -0.486
C 6.529370 -33.737356 -6.772287 0.8129 -1.5925 1.0119 -0.326
C 5.152364 -34.186962 -7.219710 0.3997 2.2166 -0.9776 -0.891
O 4.805825 -35.478430 -6.800787 -1.6524 -3.3509 -0.6939 0.651
H 6.700567 -33.614378 -5.696922 -0.4356 0.4436 -0.0071 0.330
H 6.923789 -32.856207 -7.272546 -0.3255 0.0119 -0.2343 -0.143
H 7.172459 -34.607961 -6.955453 0.3237 0.3079 -0.4288 0.146
H 5.203455 -33.987330 -8.298220 -0.1747 -1.1358 -0.3169 0.254
H 4.422505 -33.403499 -6.976034 -0.4655 -0.5127 0.7631 0.351
C 6.277539 -30.407161 -9.802458 0.7946 0.3650 0.1416 -1.300
C 5.201304 -30.609989 -10.839524 0.4834 -1.5488 -0.7022 1.000
C 3.794050 -30.175573 -10.475791 0.7404 -0.2085 -0.2518 -0.893
O 3.759109 -28.760019 -10.466594 -0.8466 -1.0647 0.8455 -0.310
C 2.573984 -28.235754 -9.866758 1.0988 1.7150 -0.3759 -0.840
N 5.751433 -30.105448 -12.099473 0.1641 0.5457 0.3037 -0.556
H 6.512438 -29.340685 -9.759006 0.0896 -0.0710 0.5531 0.338
H 7.176992 -30.928042 -10.139459 0.0384 0.2166 -0.3243 0.209
H 6.117515 -30.866852 -8.824282 -0.6342 0.4591 0.1384 0.246
H 5.195763 -31.706624 -10.917262 -0.5290 -0.0243 -0.3450 -0.068
H 3.556975 -30.658778 -9.520279 -0.1471 0.4726 0.3356 0.293
H 3.114241 -30.636576 -11.200823 -0.2568 0.4175 -0.2033 0.468
H 1.687685 -28.399155 -10.477243 -0.1068 -0.2763 0.1274 0.302
H 2.814179 -27.168556 -9.861005 -0.5225 0.1265 -0.2454 0.287
H 2.428156 -28.413681 -8.798688 0.0601 -0.9516 -0.0933 0.327
H 5.795183 -29.093674 -12.044076 0.0033 0.0115 -0.1268 0.258
H 5.279810 -30.340396 -12.961769 -0.3830 -0.2279 0.2681 0.240
C 8.049765 -36.354444 -9.572659 1.0549 1.4498 0.8478 -0.347
O 8.032323 -36.493522 -10.959634 0.2495 -0.7139 0.2678 -0.433
C 6.930345 -35.901406 -11.578095 -0.8693 0.7485 -0.5738 -0.190
C 7.147124 -34.418652 -11.842408 -1.0097 1.0682 -0.8778 0.350
N 7.743922 -34.132978 -13.134503 1.4242 0.3018 -1.5457 -0.432
C 7.412786 -32.795572 -13.746166 0.9068 -1.7571 0.6958 -0.349
C 8.221187 -32.608135 -15.021743 -0.0310 -0.1596 0.4170 -0.765
O 7.821024 -33.532527 -16.024217 0.2258 -0.5148 0.3019 -0.341
C 8.748672 -33.511424 -17.091409 -0.0599 0.9861 -0.3972 -0.719
H 9.000366 -36.680685 -9.147164 -0.2018 -1.1214 -0.3730 0.390
H 7.184469 -36.730623 -9.024011 -0.1178 -0.4767 -0.2282 0.199
H 8.180963 -35.313612 -9.230733 -0.6796 0.4350 -0.4630 -0.085
H 6.012292 -36.039908 -10.991705 0.0878 -0.0438 0.1902 0.025
H 6.742153 -36.377108 -12.543985 0.2597 -0.3028 0.1297 0.386
H 7.686282 -34.023658 -10.975310 0.4603 0.2483 -0.3573 -0.286
H 6.237928 -33.797324 -11.929288 -0.6895 -0.6757 1.0262 0.046
H 7.438851 -34.735964 -13.890813 0.0579 -0.8645 0.6367 0.263
H 7.807283 -32.118914 -12.990987 -0.8849 0.8412 -0.2563 0.187
H 6.344981 -32.860009 -13.971681 -0.2303 1.0523 0.2934 0.389
H 9.256288 -32.750095 -14.693785 0.2050 -0.2088 -0.4063 0.318
H 8.146420 -31.601641 -15.441963 -0.1865 0.2044 0.2065 0.483
H 9.739273 -33.874394 -16.810553 -0.0154 -0.0353 0.1678 0.298
H 8.819404 -32.466151 -17.418728 0.4168 0.0251 -0.0424 0.289
H 8.416618 -34.034524 -17.986689 -0.4179 -0.4372 0.4291 0.263
C 2.516304 -38.534784 -4.014101 -0.7898 0.7715 -0.9382 -0.864
O 3.222834 -37.343282 -4.334007 1.0142 0.7325 -1.2869 -0.102
C 3.227242 -36.277524 -3.398708 -0.6498 -0.8783 0.9149 -0.663
C 4.096665 -35.129674 -3.820568 -1.0466 0.6756 0.9007 -0.822
N 5.497922 -35.485030 -3.981745 1.1625 -0.6351 -0.8075 1.025
C 6.261117 -35.577959 -2.721921 0.5767 -1.0228 1.4774 -0.750
C 7.619945 -36.196345 -2.975272 0.3608 -0.0954 -1.7657 -0.902
O 8.133827 -35.358372 -4.012562 0.0198 -0.1488 -0.0325 -0.085
C 9.452254 -35.715255 -4.427789 0.4674 0.9827 1.9596 -0.707
H 3.165628 -39.295026 -3.588317 -0.2050 0.1052 0.4314 0.268
H 2.108270 -38.871124 -4.971250 0.3032 -0.4040 -0.0092 0.265
H 1.599312 -38.237147 -3.499154 0.3185 -0.4500 0.7578 0.362
H 3.560957 -36.601427 -2.405130 0.1938 -0.4541 -0.1491 0.411
H 2.182963 -35.996952 -3.229451 0.0862 0.5434 -0.1749 0.516
H 4.036299 -34.442414 -2.967479 -0.0994 0.1873 -0.1187 0.401
H 3.662716 -34.598683 -4.666161 0.4741 -0.2215 -0.3343 0.233
H 5.988719 -34.699802 -4.406793 -0.2425 -0.2669 -0.6897 -0.346
H 5.742593 -36.132923 -1.939199 -0.2601 -0.1597 -0.2816 0.437
H 6.487278 -34.600927 -2.286642 -0.4125 0.2755 -0.3253 0.360
H 7.606321 -37.196258 -3.431416 -0.5446 -0.2187 0.3870 0.351
H 8.283926 -36.306900 -2.113205 -0.1769 0.5950 0.2311 0.495
H 9.629427 -36.791974 -4.403711 -0.3016 -0.0767 -0.8784 0.386
H 10.093788 -35.344202 -3.614008 0.2930 -0.0295 -0.1849 0.361
H 9.722722 -35.107680 -5.285952 -0.1872 -0.5598 -0.3795 -0.005
C 9.638782 -30.422089 -4.137990 -0.3336 -0.6826 -0.8221 -1.853
C 9.796588 -30.419964 -5.659801 -0.5355 1.3341 -0.0208 2.078
C 10.774506 -29.241689 -5.881966 1.5527 -0.5995 -1.1762 -1.564
C 11.400520 -29.147244 -7.293601 -0.9096 0.3767 0.2576 -0.566
C 12.158024 -30.449890 -7.489780 -0.2253 -0.4828 -0.1415 -1.313
C 11.208029 -31.676243 -7.384218 0.9233 -0.7130 -0.2074 1.845
N 10.430813 -31.655389 -6.117563 1.4573 0.6118 0.5271 -0.517
O 9.551659 -32.748498 -5.973720 -0.1537 0.5142 -0.6990 0.392
C 10.334834 -31.763821 -8.647012 -0.6481 -0.1927 0.4375 -1.709
C 12.100886 -32.995000 -7.359130 -1.3740 1.4430 -0.4018 -1.839
C 8.390497 -30.178606 -6.323861 0.9699 0.0453 -0.8024 -1.048
H 10.636836 -30.479961 -3.711722 -0.1522 0.0184 0.3572 0.468
H 9.040924 -31.294487 -3.868888 -0.0119 0.1353 0.3828 0.258
H 9.128272 -29.488805 -3.904097 0.0227 -0.1005 0.4723 0.402
H 10.511527 -28.254726 -5.505126 -0.8431 -0.2406 0.0215 0.466
H 11.682172 -29.502197 -5.327579 -0.2289 -0.0033 0.5497 0.384
H 11.966034 -28.213828 -7.321554 0.6106 -0.3563 -0.0204 0.435
H 10.651822 -28.967391 -8.072239 -0.1408 -0.3693 -0.0257 0.260
H 12.963119 -30.554755 -6.759270 -0.1395 0.1239 0.2355 0.373
H 12.656668 -30.566281 -8.454219 -0.1289 0.2686 -0.1415 0.426
H 10.890910 -31.850669 -9.578803 0.2340 -0.1856 0.1699 0.523
H 9.733312 -32.667565 -8.498191 -0.1102 -0.0523 -0.5351 0.306
H 9.643524 -30.932066 -8.788635 0.1185 0.0996 0.1259 0.210
H 11.423729 -33.809417 -7.109185 0.2995 -0.1907 0.1919 0.254
H 12.445677 -33.146929 -8.381177 0.3404 -0.1124 0.1051 0.414
H 12.920506 -32.875000 -6.657259 -0.0072 -0.2131 0.0567 0.423
H 8.270421 -29.151382 -6.674393 -0.1188 0.2244 0.6575 0.319
H 7.556776 -30.503534 -5.704895 -0.0186 0.0915 0.0075 0.312
H 8.358139 -30.677046 -7.297585 -0.2214 -0.4148 0.2025 -0.112
H 8.885176 -32.551167 -6.653074 -0.2526 -0.4578 0.2038 -0.051
```
Forces are in eV/Å.

As for the multiplicity: 1. The net charge is +1. The LUMO energy comes out at -6.397 eV. The HOMO-LUMO gap is 3.60 eV.